# 1
{
  "formula": "C2H4FNOS",
  "method": "ωB97M-V/def2-TZVPD",
  "species": ["O", "C", "F", "C", "N", "S", "H", "H", "H", "H"],
  "positions_angstrom": [[2.8935, -0.8354, -0.3113], [1.8794, -1.4019, -0.4730], [1.6937, -2.2881, -1.4550], [0.5843, -1.0719, 0.2798], [0.7955, -0.0054, 1.2337], [-0.7363, 0.6005, 1.6052], [0.0665, -1.9556, 0.6745], [-0.0262, -0.5750, -0.4925], [1.1586, -0.2784, 2.2081], [-0.5954, 1.7436, 0.9144]],
  "relative_energy_kj_mol": 24.0,
  "e_tot_ha": -706.63025,
  "lumo_energy_ha": 0.02316,
  "gap_ev": 10.2,
  "largest_force_ev_per_a": 2.660
}



# 2
{
  "formula": "C41H35N6OPSSc",
  "method": "ωB97M-V/def2-TZVPD",
  "species": ["Sc", "O", "C", "C", "C", "C", "C", "C", "C", "P", "C", "C", "C", "C", "C", "C", "C", "C", "C", "C", "C", "C", "H", "H", "H", "H", "H", "H", "H", "H", "H", "H", "H", "H", "H", "H", "C", "C", "C", "C", "C", "C", "N", "N", "C", "C", "C", "C", "C", "C", "H", "H", "H", "H", "H", "H", "H", "H", "H", "N", "C", "C", "C", "N", "H", "H", "H", "H", "N", "C", "S", "N", "C", "C", "C", "C", "C", "C", "H", "H", "H", "H", "H", "H", "H", "H"],
  "positions_angstrom": [[-0.0770, 0.4784, 0.2388], [-1.9055, 2.8315, -0.0685], [-2.0001, 1.6119, -0.0114], [-3.3904, 1.0222, -0.0277], [-4.5047, 1.8627, -0.0395], [-5.7780, 1.3304, -0.0904], [-5.9514, -0.0509, -0.1279], [-4.8537, -0.8919, -0.1043], [-3.5682, -0.3579, -0.0508], [-2.0916, -1.4566, 0.0209], [-2.3783, -2.3270, -1.5622], [-2.3981, -1.4536, -2.6567], [-2.5995, -1.9238, -3.9420], [-2.7629, -3.2869, -4.1586], [-2.7197, -4.1629, -3.0851], [-2.5228, -3.6899, -1.7919], [-2.6020, -2.4160, 1.4924], [-2.9141, -1.5930, 2.5835], [-3.2766, -2.1317, 3.8021], [-3.3140, -3.5115, 3.9611], [-2.9915, -4.3329, 2.8950], [-2.6313, -3.7938, 1.6657], [-4.3376, 2.9319, -0.0107], [-6.6396, 1.9853, -0.0992], [-6.9482, -0.4702, -0.1754], [-4.9917, -1.9674, -0.1159], [-2.2682, -0.3891, -2.4868], [-2.6344, -1.2296, -4.7714], [-2.9232, -3.6622, -5.1608], [-2.8417, -5.2253, -3.2509], [-2.4835, -4.3987, -0.9802], [-2.8774, -0.5151, 2.4637], [-3.5253, -1.4777, 4.6277], [-3.5822, -3.9421, 4.9167], [-3.0204, -5.4085, 3.0151], [-2.3690, -4.4636, 0.8611], [0.4400, -2.5011, 5.2143], [0.3165, -1.1826, 5.6348], [0.2733, -0.1492, 4.7162], [0.3373, -0.4418, 3.3550], [0.4428, -1.7673, 2.9348], [0.5057, -2.7926, 3.8601], [0.3697, 0.5516, 2.3455], [0.7503, 1.6987, 2.7292], [0.9495, 2.6893, 1.7921], [1.2784, 3.9413, 2.3429], [1.5308, 5.0037, 1.5093], [1.4786, 4.8084, 0.1306], [1.1562, 3.5666, -0.4035], [0.8811, 2.4577, 0.3898], [0.4905, -3.3000, 5.9423], [0.2703, -0.9576, 6.6922], [0.1797, 0.8793, 5.0335], [0.5121, -1.9830, 1.8728], [0.6059, -3.8154, 3.5220], [1.3101, 4.0402, 3.4208], [1.7706, 5.9770, 1.9149], [1.6806, 5.6390, -0.5345], [1.1140, 3.4782, -1.4855], [3.0428, 0.7341, -0.9816], [4.3013, 0.8400, -0.5235], [4.3446, 0.1671, 0.6740], [3.0472, -0.3240, 0.8548], [2.2558, 0.0291, -0.1531], [2.6666, 1.1449, -1.8159], [5.0633, 1.3718, -1.0672], [5.1901, 0.0409, 1.3262], [2.6736, -0.9363, 1.6604], [0.5978, -2.8976, -3.3236], [1.5107, -2.8292, -2.3298], [0.9946, -2.8278, -0.7390], [2.7853, -2.7116, -2.7576], [4.0309, -2.7971, -2.0872], [5.1308, -2.2826, -2.7731], [6.4046, -2.3931, -2.2448], [6.5957, -3.0246, -1.0240], [5.5008, -3.5248, -0.3396], [4.2176, -3.4136, -0.8567], [-0.3621, -3.0653, -3.0661], [0.8662, -3.1223, -4.2685], [2.8892, -2.5757, -3.7521], [4.9835, -1.8057, -3.7370], [7.2473, -1.9965, -2.7956], [7.5933, -3.1386, -0.6214], [5.6408, -4.0238, 0.6108], [3.3788, -3.8206, -0.3154]],
  "relative_energy_kj_mol": 316.0,
  "charge": 1,
  "e_tot_ha": -3487.21158,
  "lumo_energy_ha": -0.12986,
  "gap_ev": 6.3,
  "largest_force_ev_per_a": 1.518
}



# 3
{
  "formula": "C6H9N",
  "method": "ωB97M-V/def2-TZVPD",
  "species": ["C", "C", "C", "C", "C", "N", "C", "H", "H", "H", "H", "H", "H", "H", "H", "H"],
  "positions_angstrom": [[1.7571, -0.7886, 1.0039], [0.5447, -0.3012, 0.2669], [0.6832, 0.6987, -0.8766], [-0.4311, 1.3041, -0.1600], [-1.5900, 0.3132, -0.1557], [-1.8257, -0.0736, -1.4974], [-0.7541, -0.7734, 0.4048], [1.4855, -1.4520, 1.8309], [2.3230, 0.0521, 1.4218], [2.4254, -1.3241, 0.3188], [1.6206, 1.2574, -0.8738], [0.4198, 0.2626, -1.8429], [-0.3804, 2.2673, 0.3468], [-2.4262, 0.6463, 0.4779], [-2.7921, -0.4027, -1.5773], [-1.0597, -1.6862, 0.9121]],
  "relative_energy_kj_mol": 519.1,
  "e_tot_ha": -288.58431,
  "lumo_energy_ha": [0.02474, 0.00938],
  "gap_ev": [9.0, 6.9],
  "largest_force_ev_per_a": 1.068
}



# 4
{
  "formula": "C7H4BrCl3CuNO2",
  "method": "ωB97M-V/def2-TZVPD",
  "species": ["Cu", "Br", "C", "C", "C", "C", "C", "N", "H", "H", "H", "H", "Cl", "C", "Cl", "Cl", "C", "O", "O"],
  "positions_angstrom": [[-0.2199, 0.4773, -0.9399], [-2.5566, 2.1633, 0.6070], [-1.7618, 0.7148, 1.5022], [-2.1615, 0.4006, 2.7895], [-1.5530, -0.6725, 3.4142], [-0.5769, -1.3894, 2.7412], [-0.2438, -1.0042, 1.4597], [-0.8254, 0.0379, 0.8406], [-2.9266, 0.9852, 3.2770], [-1.8415, -0.9454, 4.4208], [-0.0801, -2.2330, 3.1971], [0.5099, -1.5252, 0.8836], [2.8933, -1.0680, -4.5801], [2.4062, 0.4829, -3.8970], [1.7679, 1.5108, -5.1820], [3.8208, 1.2761, -3.1498], [1.3707, 0.2881, -2.7522], [0.5902, 1.2593, -2.5331], [1.3881, -0.7585, -2.0989]],
  "relative_energy_kj_mol": 0.0,
  "e_tot_ha": -6069.48748,
  "lumo_energy_ha": -0.01835,
  "gap_ev": 8.2,
  "largest_force_ev_per_a": 0.334
}